Entry 1:
Entry from the OMol25 dataset: the molecule C4H7NO (the ωB97M-V functional and the def2-TZVPD basis).

Properties
lowest unoccupied orbital energy	0.034	Ha
HOMO level	-9.66	eV

Atoms and positions in Å:
C -1.0625 -0.7883 1.1902
N -0.3661 -0.6135 -0.0718
C 1.0760 -0.6055 -0.0455
C 0.3014 0.6502 -0.2859
C 0.1512 1.2722 -1.6418
O 0.7952 2.2241 -2.0121
H -0.9840 -1.8325 1.5076
H -2.1206 -0.5463 1.0470
H -0.6604 -0.1502 1.9953
H 1.5832 -0.6637 0.9203
H 1.5826 -1.1238 -0.8575
H 0.3317 1.3697 0.5356
H -0.6275 0.8076 -2.2812



Entry 2:
Entry from the OMol25 dataset: the molecule C4H7NO (the ωB97M-V functional and the def2-TZVPD basis).

Properties
lowest unoccupied orbital energy	0.037	Ha
HOMO level	-9.43	eV

Atoms and positions in Å:
C -1.2154 -0.7249 0.1485
O -0.0787 -1.5358 0.4076
C 1.1333 -0.7974 0.2759
C 0.7356 0.6696 0.1986
N 0.2326 0.8582 -1.1662
C -0.7156 0.6851 -0.0653
H -1.8748 -0.7588 1.0285
H -1.7671 -1.1040 -0.7197
H 1.8180 -1.0693 1.0847
H 1.5978 -1.0591 -0.6848
H 1.1988 1.4849 0.7553
H 0.2946 1.8286 -1.4491
H -1.3591 1.5229 0.1860



Look up the lowest unoccupied orbital energy of the second one. 0.037 Ha



What did the first record say?
Entry from the OMol25 dataset: the molecule C4H7NO (the ωB97M-V functional and the def2-TZVPD basis).

Properties
lowest unoccupied orbital energy	0.034	Ha
HOMO level	-9.66	eV

Atoms and positions in Å:
C -1.0625 -0.7883 1.1902
N -0.3661 -0.6135 -0.0718
C 1.0760 -0.6055 -0.0455
C 0.3014 0.6502 -0.2859
C 0.1512 1.2722 -1.6418
O 0.7952 2.2241 -2.0121
H -0.9840 -1.8325 1.5076
H -2.1206 -0.5463 1.0470
H -0.6604 -0.1502 1.9953
H 1.5832 -0.6637 0.9203
H 1.5826 -1.1238 -0.8575
H 0.3317 1.3697 0.5356
H -0.6275 0.8076 -2.2812